Below is a single C7H11N molecule in a non-equilibrium geometry, with properties calculated with ωB97M-V/def2-TZVPD.

Geometry (Å):
C (-0.5456, -1.4684, 0.4576)
C (-0.2583, 0.0454, 0.4469)
C (0.9979, 0.1378, 1.1590)
C (1.8954, -0.3616, -0.0988)
C (1.2347, -0.0024, -1.2806)
C (0.0879, 0.7635, -0.8242)
C (-1.4592, 1.0556, -0.9206)
N (-1.5903, 0.5726, 0.4107)
H (0.2289, -2.4788, 0.4114)
H (-1.1871, -1.7997, -0.4211)
H (-1.2066, -1.7180, 1.4044)
H (0.7859, -0.4874, 2.2483)
H (1.4114, 1.2877, 1.3613)
H (2.7007, -0.9307, 0.1068)
H (1.8686, 0.0513, -2.1555)
H (0.4033, 1.8596, -0.3533)
H (-1.7122, 1.8176, -1.4093)
H (-1.7705, 0.3530, -1.6786)
H (-1.8849, 1.3026, 1.1355)

Cartesian forces, eV/Å:
C -1.218 -5.126 -0.291
C -0.297 -1.633 -0.703
C 2.043 0.817 3.649
C -5.055 2.123 -0.368
C 3.796 -0.187 2.208
C -1.130 3.504 1.236
C 3.934 -7.723 -0.475
N -2.895 3.542 3.546
H -1.220 3.506 0.383
H 0.390 0.813 0.956
H 1.280 0.784 -1.760
H 1.826 1.564 -2.959
H -1.204 -2.753 -0.210
H 2.970 -1.429 0.059
H -0.619 -0.288 -0.561
H -0.036 -2.302 -1.265
H -2.239 7.506 -2.193
H -1.020 -1.323 0.088
H 0.694 -1.396 -1.341

## Properties
SMILES: C[C@@]12CC=C[C@H]1CN2
energy above the lowest of the compared OMol25 structures with the same formula, charge and spin: 711.2 kJ/mol
lowest unoccupied orbital energy: 1.0259 eV
molecular weight: 109.17 g mol⁻¹
spin multiplicity: 1
frontier orbital gap: 9.519 eV
maximum force: 8.68 eV Å⁻¹

Below is a 5-piece molecular cluster, CH12NO4 overall in a non-equilibrium geometry, with properties calculated with ωB97M-V/def2-TZVPD.

Geometry (Å):
C (-1.9986, 0.0789, -0.4612)
N (-0.8451, 0.5242, -0.0737)
H (-2.7488, -0.0806, 0.3249)
H (-2.2117, -0.1798, -1.5033)
H (-0.4950, 1.1854, -0.8977)
H (-0.1862, -0.0927, 0.4500)
H (0.7899, 4.3313, 1.3303)
H (-0.5262, 4.9310, 1.2060)
O (0.0182, 4.2342, 0.8036)
H (-0.0924, 3.2843, -0.7655)
H (-0.0235, 2.9089, -2.3284)
O (-0.1300, 2.5732, -1.3998)
H (0.4919, -2.6659, 0.4174)
H (1.6961, -2.0268, 1.1609)
O (0.9995, -1.8283, 0.4627)
H (2.3444, -5.7049, 0.9373)
H (1.3373, -6.1083, -0.1486)
O (1.5800, -5.3641, 0.4852)

Cartesian forces, eV/Å:
C -0.362 -0.453 1.829
N 0.187 -0.618 -3.129
H 0.177 -1.107 -0.354
H -0.432 1.492 -0.093
H 1.073 -0.593 1.078
H -0.751 1.471 0.873
H 1.517 -0.205 0.508
H -0.307 -0.261 -0.526
O -1.215 0.411 -0.080
H 0.079 1.066 0.746
H -0.110 -0.272 1.476
O 0.045 -0.719 -2.425
H 0.092 0.478 -0.078
H -0.884 0.602 -0.990
O 0.818 -1.218 1.186
H 1.712 -0.492 1.145
H -0.089 0.565 0.207
O -1.550 -0.146 -1.373

## Properties
energy above the lowest of the compared OMol25 structures with the same formula, charge and spin: 197.8 kJ/mol
lowest unoccupied orbital energy (alpha / beta): -8.0884 / -15.3964 eV
molecular weight: 102.11 g mol⁻¹
spin multiplicity: 2
frontier orbital gap (alpha / beta): 9.230 / 1.893 eV
net charge: +2
maximum force: 3.20 eV Å⁻¹